(1)
Molecular formula: C22H43N2O2S
Method: DFT, ωB97M-V/def2-TZVPD

Each line ends with the Mulliken charge.
CARTESIAN COORDINATES (ANGSTROEM)
O  0.270  3.629  1.497  -0.553
C  0.295  2.674  0.751  0.455
O  -0.669  2.511  -0.210  -0.464
C  1.348  1.573  0.866  -0.197
C  2.726  2.144  1.197  -1.017
C  3.167  3.255  0.189  -0.602
S  4.973  3.212  0.117  0.076
C  5.568  4.074  -1.323  1.015
C  6.674  3.537  -1.937  -0.490
C  7.214  4.113  -3.052  -0.700
C  6.617  5.258  -3.538  -0.393
C  5.532  5.812  -2.917  -0.662
C  4.995  5.222  -1.802  -0.232
H  -0.222  2.369  -1.055  0.345
H  1.335  0.898  0.003  0.212
H  1.033  0.961  1.720  0.297
H  3.492  1.360  1.180  0.592
H  2.693  2.538  2.214  0.314
H  2.897  4.207  0.652  0.465
H  2.681  3.145  -0.781  0.542
H  5.254  1.912  -0.155  0.223
H  7.116  2.622  -1.545  0.233
H  8.069  3.664  -3.540  0.408
H  7.038  5.706  -4.432  0.378
H  5.093  6.714  -3.323  0.392
H  4.133  5.643  -1.294  0.382
C  -0.877  -4.285  -3.521  -1.453
C  -0.601  -4.190  -2.027  -0.158
N  0.498  -3.295  -1.707  0.215
C  0.985  -3.436  -0.345  -1.001
C  0.024  -3.093  0.800  -0.490
C  0.369  -1.935  -2.190  -0.989
C  -0.876  -1.147  -1.770  -0.310
H  0.031  -4.536  -4.071  0.336
H  -1.612  -5.067  -3.712  0.444
H  -1.280  -3.354  -3.924  0.280
H  -0.340  -5.192  -1.677  0.479
H  -1.530  -3.908  -1.509  0.097
H  1.898  -2.843  -0.232  0.331
H  1.306  -4.474  -0.215  0.402
H  -0.139  -2.018  0.891  -0.108
H  0.449  -3.430  1.748  0.530
H  -0.944  -3.583  0.687  0.243
H  0.402  -1.956  -3.283  0.358
H  1.263  -1.370  -1.904  0.299
H  -1.797  -1.710  -1.923  0.348
H  -0.953  -0.236  -2.370  0.395
H  -0.830  -0.838  -0.726  -0.223
C  -6.247  -1.144  3.989  -1.452
C  -5.139  -0.372  3.286  -0.330
N  -3.925  -1.149  3.117  0.196
C  -2.771  -0.350  2.753  -0.998
C  -2.802  0.387  1.409  0.179
C  -4.066  -2.408  2.405  -0.653
C  -4.666  -2.374  0.995  -0.734
H  -5.893  -1.564  4.931  0.340
H  -7.080  -0.476  4.210  0.440
H  -6.636  -1.956  3.372  0.294
H  -4.906  0.501  3.901  0.453
H  -5.523  0.012  2.329  0.277
H  -1.877  -0.981  2.793  0.318
H  -2.622  0.397  3.541  0.414
H  -2.688  -0.297  0.569  -0.218
H  -1.970  1.091  1.359  -0.287
H  -3.719  0.960  1.273  0.405
H  -4.681  -3.075  3.016  0.370
H  -3.091  -2.902  2.364  0.243
H  -5.588  -1.792  0.951  0.280
H  -4.912  -3.391  0.680  0.393
H  -3.968  -1.973  0.260  0.024

Its LUMO energy is -0.1268 hartree. The value obtained for the HOMO-LUMO gap is 6.12 eV. For the HOMO energy, the calculation gives -9.6 eV. The spin multiplicity is 1. The total charge is +1.

(2)
Molecular formula: C6H6N3O
Method: DFT, ωB97M-V/def2-TZVPD

Each line ends with the Mulliken charge.
CARTESIAN COORDINATES (ANGSTROEM)
C  -2.150  0.012  -0.169  -0.543
C  -1.994  -1.401  -0.013  -0.157
C  -1.210  0.953  -0.076  0.110
C  -0.955  -2.124  0.163  -0.051
C  1.158  1.650  0.096  -0.221
C  2.353  0.990  0.042  -0.407
N  0.176  0.694  -0.012  0.519
N  0.737  -0.485  -0.066  -0.567
N  2.066  -0.400  0.002  0.563
O  2.829  -1.374  0.042  -0.679
H  -3.118  0.232  -0.361  0.451
H  -2.845  -1.944  -0.270  0.394
H  -1.276  2.051  -0.137  0.337
H  -0.291  -2.816  0.517  0.470
H  1.109  2.752  0.206  0.344
H  3.412  1.210  0.036  0.437

As for the energy above the lowest of the compared OMol25 structures with the same formula, charge and spin: 722.5 kJ/mol. Its LUMO energy is -0.2246 hartree. The value obtained for the HOMO-LUMO gap is 6.80 eV. For the HOMO energy, the calculation gives -12.9 eV. The spin multiplicity is 1. The total charge is +1.

(3)
Molecular formula: C10H10AsBaO13S
Method: DFT, ωB97M-V/def2-TZVPD

Each line ends with the Mulliken charge.
CARTESIAN COORDINATES (ANGSTROEM)
Ba  0.050  0.985  -0.064  1.824
O  1.859  -2.792  1.447  -0.457
C  1.373  -1.566  1.676  0.730
O  1.914  -0.566  1.249  -0.715
C  0.269  -1.573  2.717  -0.415
O  -0.780  -0.691  2.400  -0.397
C  -1.891  -1.360  1.799  -0.349
C  -1.538  -2.044  0.460  0.563
O  -2.385  -2.785  -0.028  -0.738
O  -0.390  -1.732  -0.002  -0.768
H  2.593  -2.692  0.822  0.361
H  0.731  -1.219  3.643  0.361
H  -0.090  -2.594  2.863  0.338
H  -2.640  -0.587  1.616  0.245
H  -2.316  -2.093  2.489  0.291
O  -3.155  4.906  -0.516  -0.669
As  -1.873  3.867  0.146  0.968
O  -2.617  2.595  0.869  -0.671
O  -0.886  3.374  -1.125  -0.781
C  -0.877  5.258  1.069  -0.068
C  -1.425  6.536  1.058  -0.323
C  -0.712  7.621  1.550  -0.537
C  0.564  7.441  2.053  -0.514
C  1.116  6.169  2.086  -0.630
C  0.408  5.082  1.600  0.265
S  1.183  3.475  1.812  1.507
O  1.821  3.090  0.547  -0.757
O  2.108  3.648  2.905  -0.757
O  0.040  2.596  2.096  -0.756
H  -3.930  4.339  -0.609  0.302
H  -2.414  6.681  0.648  0.474
H  -1.160  8.607  1.533  0.367
H  1.126  8.284  2.435  0.366
H  2.093  5.993  2.515  0.440
O  -0.814  0.957  -2.722  -0.167
O  -1.761  1.449  -2.152  0.065

As for the energy above the lowest of the compared OMol25 structures with the same formula, charge and spin: 15.9 kJ/mol. Its LUMO energy (spin up / spin down) is 0.0162 / 0.0162 hartree. The value obtained for the HOMO-LUMO gap (spin up / spin down) is 6.78 / 6.78 eV. For the HOMO energy (spin up / spin down), the calculation gives -6.3 / -6.3 eV. The spin multiplicity is 1. The total charge is -1.

(4)
Molecular formula: C18H26Br6O8
Method: DFT, ωB97M-V/def2-TZVPD

Each line ends with the Mulliken charge.
CARTESIAN COORDINATES (ANGSTROEM)
O  -0.347  -6.264  -5.130  -0.575
C  0.178  -5.387  -4.506  0.485
O  1.178  -4.636  -5.015  -0.370
C  1.721  -3.745  -4.013  -0.364
C  0.660  -3.637  -2.940  0.168
C  -0.046  -4.991  -3.054  -0.565
H  1.866  -2.815  -4.556  0.255
H  2.649  -4.131  -3.595  0.252
H  -0.064  -2.848  -3.146  -0.023
H  1.057  -3.410  -1.952  0.134
H  -1.099  -4.989  -2.780  0.304
H  0.390  -5.788  -2.446  0.271
O  -5.090  4.586  -1.976  -0.608
C  -4.532  3.632  -2.458  0.443
O  -4.224  3.621  -3.753  -0.350
C  -3.873  2.322  -4.213  -0.474
C  -3.578  1.499  -2.943  0.030
C  -4.031  2.365  -1.756  -0.084
H  -3.033  2.262  -4.904  0.346
H  -4.706  1.914  -4.790  0.217
H  -2.502  1.389  -2.829  -0.225
H  -4.050  0.519  -2.968  0.366
H  -3.193  2.674  -1.135  -0.016
H  -4.853  2.058  -1.112  0.318
O  -1.723  -0.050  5.020  -0.606
C  -1.330  1.061  5.208  0.540
O  -0.427  1.312  6.179  -0.345
C  -0.189  2.728  6.284  -0.361
C  -1.427  3.364  5.650  -0.572
C  -1.785  2.363  4.572  -0.117
H  0.722  3.011  5.755  0.228
H  -0.109  2.976  7.338  0.304
H  -1.150  4.325  5.218  0.321
H  -2.189  3.494  6.417  0.278
H  -1.301  2.620  3.632  -0.007
H  -2.842  2.195  4.363  0.305
O  2.655  -0.958  -2.075  -0.501
C  3.279  -0.517  -1.156  0.512
O  3.065  -0.933  0.110  -0.140
C  3.942  -0.302  1.061  -0.300
C  5.119  0.105  0.162  -0.726
C  4.400  0.514  -1.123  -0.511
H  4.311  -0.960  1.842  0.235
H  3.343  0.530  1.420  0.236
H  5.887  -0.635  -0.083  0.330
H  5.787  0.876  0.560  0.340
H  5.045  0.528  -1.995  0.366
H  3.971  1.510  -0.986  0.213
C  -0.202  0.699  -0.371  0.124
Br  0.199  1.888  -1.884  -0.044
Br  -0.717  -1.048  -1.002  0.109
Br  -1.626  1.429  0.726  0.008
H  0.705  0.574  0.206  -0.148
C  0.673  -1.772  3.434  -0.311
Br  1.905  -2.691  4.622  -0.047
Br  0.569  -2.722  1.733  0.002
Br  1.254  0.049  3.200  -0.066
H  -0.290  -1.764  3.930  0.418

As for the energy above the lowest of the compared OMol25 structures with the same formula, charge and spin: 88.2 kJ/mol. Its LUMO energy is -0.0146 hartree. The value obtained for the HOMO-LUMO gap is 9.57 eV. For the HOMO energy, the calculation gives -10.0 eV. The spin multiplicity is 1.

What did the third record say?
Molecular formula: C10H10AsBaO13S
Method: DFT, ωB97M-V/def2-TZVPD

Each line ends with the Mulliken charge.
CARTESIAN COORDINATES (ANGSTROEM)
Ba  0.050  0.985  -0.064  1.824
O  1.859  -2.792  1.447  -0.457
C  1.373  -1.566  1.676  0.730
O  1.914  -0.566  1.249  -0.715
C  0.269  -1.573  2.717  -0.415
O  -0.780  -0.691  2.400  -0.397
C  -1.891  -1.360  1.799  -0.349
C  -1.538  -2.044  0.460  0.563
O  -2.385  -2.785  -0.028  -0.738
O  -0.390  -1.732  -0.002  -0.768
H  2.593  -2.692  0.822  0.361
H  0.731  -1.219  3.643  0.361
H  -0.090  -2.594  2.863  0.338
H  -2.640  -0.587  1.616  0.245
H  -2.316  -2.093  2.489  0.291
O  -3.155  4.906  -0.516  -0.669
As  -1.873  3.867  0.146  0.968
O  -2.617  2.595  0.869  -0.671
O  -0.886  3.374  -1.125  -0.781
C  -0.877  5.258  1.069  -0.068
C  -1.425  6.536  1.058  -0.323
C  -0.712  7.621  1.550  -0.537
C  0.564  7.441  2.053  -0.514
C  1.116  6.169  2.086  -0.630
C  0.408  5.082  1.600  0.265
S  1.183  3.475  1.812  1.507
O  1.821  3.090  0.547  -0.757
O  2.108  3.648  2.905  -0.757
O  0.040  2.596  2.096  -0.756
H  -3.930  4.339  -0.609  0.302
H  -2.414  6.681  0.648  0.474
H  -1.160  8.607  1.533  0.367
H  1.126  8.284  2.435  0.366
H  2.093  5.993  2.515  0.440
O  -0.814  0.957  -2.722  -0.167
O  -1.761  1.449  -2.152  0.065

As for the energy above the lowest of the compared OMol25 structures with the same formula, charge and spin: 15.9 kJ/mol. Its LUMO energy (spin up / spin down) is 0.0162 / 0.0162 hartree. The value obtained for the HOMO-LUMO gap (spin up / spin down) is 6.78 / 6.78 eV. For the HOMO energy (spin up / spin down), the calculation gives -6.3 / -6.3 eV. The spin multiplicity is 1. The total charge is -1.